1.
The following is a DFT calculation (ωB97M-V with the def2-TZVPD basis set) of 6 unconnected molecules or ions with the total composition C29H60BFN3O14S at a distorted geometry.

Positions of all 109 atoms, in Å:
C: 6.590 1.588 2.627
C: 5.774 0.620 1.648
C: 5.330 1.230 0.274
C: 4.501 0.402 -0.725
C: 4.092 -1.070 -0.381
C: 3.181 -1.822 -1.488
C: 1.649 -1.556 -1.036
C: 0.981 -2.476 0.094
B: 1.508 -3.995 0.337
N: 1.630 -4.440 1.774
O: 1.839 -4.949 -0.701
C: -0.556 -2.298 -0.420
C: -1.705 -2.098 0.678
C: -1.461 -0.843 1.658
N: -2.368 -0.680 2.609
C: -0.592 -1.483 -1.791
C: -1.960 -1.217 -2.556
C: -2.286 0.372 -2.716
C: -3.312 0.908 -1.571
S: -2.469 2.012 -0.322
O: -0.979 1.747 -0.248
O: -3.081 1.850 1.056
O: -2.625 3.635 -0.785
N: 0.660 -1.120 -2.105
C: 0.956 -0.373 -3.371
C: 1.747 1.004 -3.150
F: 1.610 1.549 -1.821
C: 4.531 -1.709 0.954
C: 5.375 -0.839 1.953
H: 7.403 2.083 1.973
H: 5.861 2.417 2.941
H: 7.049 1.059 3.523
H: 5.635 2.316 0.048
H: 4.200 0.907 -1.712
H: 3.415 -1.323 -2.503
H: 3.445 -2.923 -1.612
H: 1.773 -0.553 -0.469
H: 1.245 -1.965 1.090
H: 2.317 -5.210 1.850
H: 2.064 -3.659 2.311
H: 2.823 -5.050 -0.662
H: -0.773 -3.380 -0.785
H: -2.767 -2.107 0.231
H: -1.665 -3.031 1.360
H: -0.544 -0.177 1.534
H: -2.089 0.143 3.183
H: -2.068 -1.792 -3.553
H: -2.796 -1.618 -1.871
H: -1.306 0.981 -2.654
H: -2.746 0.625 -3.728
H: -4.093 1.573 -2.101
H: -3.861 0.047 -1.037
H: -1.934 3.767 -1.480
H: 0.036 -0.168 -4.009
H: 1.633 -1.064 -4.005
H: 2.854 0.847 -3.437
H: 1.378 1.838 -3.859
H: 4.243 -2.788 1.226
H: 5.710 -1.296 2.945
C: -3.931 0.746 -7.045
C: -4.694 2.058 -6.956
O: -3.891 3.108 -7.497
O: -2.694 0.857 -6.343
H: -4.506 -0.075 -6.611
H: -3.696 0.507 -8.087
H: -4.898 2.313 -5.914
H: -5.639 2.009 -7.504
H: -3.833 2.967 -8.452
H: -2.364 1.752 -6.527
C: -6.621 0.222 3.234
C: -6.071 1.384 4.047
O: -5.105 0.891 4.978
O: -7.201 -0.746 4.103
H: -7.385 0.560 2.530
H: -5.818 -0.277 2.680
H: -6.865 1.858 4.626
H: -5.600 2.134 3.405
H: -4.331 0.608 4.470
H: -6.621 -0.786 4.880
C: -3.830 -4.688 -6.411
C: -3.281 -3.532 -5.590
O: -2.318 -4.031 -4.654
O: -4.415 -5.659 -5.551
H: -4.590 -4.344 -7.116
H: -3.025 -5.184 -6.966
H: -4.077 -3.060 -5.011
H: -2.806 -2.780 -6.227
H: -1.542 -4.314 -5.159
H: -3.839 -5.707 -4.772
C: 9.067 4.619 2.787
C: 9.623 5.768 3.614
O: 10.588 5.260 4.538
O: 8.486 3.642 3.645
H: 8.303 4.970 2.090
H: 9.868 4.127 2.224
H: 8.831 6.236 4.201
H: 10.095 6.525 2.981
H: 11.360 4.981 4.027
H: 9.068 3.589 4.420
C: -1.800 1.008 7.514
C: -2.669 -0.078 8.130
O: -3.881 0.505 8.610
O: -1.532 2.019 8.479
H: -0.850 0.601 7.162
H: -2.318 1.487 6.674
H: -2.167 -0.530 8.988
H: -2.910 -0.860 7.403
H: -4.400 0.772 7.837
H: -2.355 2.129 8.983

## Properties
E_tot   -78395.4474 eV
Energy relative to the best compared isomer or geometry (same formula, charge and spin)   181.89 kcal/mol
Net charge   +1
Kohn-Sham gap   7.325 eV

Löwdin atomic charge list, values in e, 2 entries:
1 C -0.09
2 C -0.20


2.
The following is a DFT calculation (ωB97M-V with the def2-TZVPD basis set) of 5 unconnected molecules or ions with the total composition C2H14O4S2 at a distorted geometry.

Positions of all 22 atoms, in Å:
C: 1.015 -0.542 1.066
S: -0.359 -0.997 -0.096
S: -1.268 0.401 -1.297
C: -1.494 2.187 -1.947
H: 1.895 0.119 0.808
H: 0.631 0.196 1.787
H: 1.322 -1.484 1.628
H: -2.518 2.402 -1.570
H: -0.739 2.766 -1.403
H: -1.245 2.285 -3.041
O: 2.086 1.110 -0.926
H: 1.453 0.388 -1.144
H: 2.915 0.652 -1.408
O: -1.292 1.074 2.474
H: -1.016 0.786 1.611
H: -2.091 1.519 2.381
O: -1.467 -2.350 3.669
H: -0.814 -2.837 4.177
H: -1.381 -1.562 4.215
O: 1.496 -1.600 -3.652
H: 1.402 -2.312 -2.875
H: 1.470 -2.202 -4.458

## Properties
E_tot   -32158.0223 eV
Energy relative to the best compared isomer or geometry (same formula, charge and spin)   93.16 kcal/mol
Kohn-Sham gap   7.103 eV

Löwdin atomic charge list, values in e, 2 entries:
1 C -0.44
2 S 0.42


3.
The following is a DFT calculation (ωB97M-V with the def2-TZVPD basis set) of 27 unconnected molecules or ions with the total composition C48H162N12O27 at a distorted geometry.

Positions of all 249 atoms, in Å:
C: -14.608 -21.841 13.660
C: -14.481 -20.761 12.489
C: -12.951 -20.758 11.975
O: -12.532 -19.655 11.228
C: -12.957 -19.670 9.873
N: -15.456 -21.148 11.491
H: -14.273 -22.852 13.428
H: -15.678 -21.939 13.846
H: -14.089 -21.484 14.549
H: -14.709 -19.743 12.805
H: -12.793 -21.731 11.510
H: -12.343 -20.843 12.875
H: -14.025 -19.841 9.738
H: -12.413 -20.477 9.383
H: -12.704 -18.703 9.439
H: -15.600 -20.393 10.836
H: -16.274 -21.094 12.081
C: -0.104 -17.369 17.219
C: 0.616 -16.235 17.859
C: 2.128 -16.395 17.956
O: 2.455 -17.680 18.431
C: 3.770 -17.923 18.747
N: 0.355 -14.991 17.078
H: -0.007 -18.196 17.922
H: 0.294 -17.646 16.242
H: -1.181 -17.227 17.132
H: 0.288 -16.231 18.898
H: 2.536 -15.640 18.629
H: 2.577 -16.240 16.975
H: 4.432 -17.576 17.953
H: 3.961 -18.956 19.034
H: 4.040 -17.392 19.660
H: 1.106 -14.317 17.106
H: 0.400 -15.318 16.124
C: -9.836 -12.377 15.017
C: -10.652 -11.983 16.200
C: -12.024 -11.375 15.761
O: -12.009 -10.376 14.677
C: -11.999 -9.039 15.206
N: -10.897 -13.168 17.023
H: -10.272 -13.219 14.480
H: -8.866 -12.618 15.452
H: -9.776 -11.537 14.325
H: -10.054 -11.256 16.750
H: -12.692 -11.025 16.549
H: -12.608 -12.188 15.330
H: -11.671 -8.312 14.463
H: -11.332 -8.912 16.058
H: -12.926 -8.674 15.647
H: -11.186 -13.925 16.421
H: -10.038 -13.508 17.432
C: -7.408 -14.785 7.699
C: -8.174 -15.684 8.637
C: -9.544 -15.144 9.030
O: -9.437 -14.011 9.924
C: -10.667 -13.337 10.204
N: -8.400 -16.893 7.944
H: -8.054 -14.420 6.901
H: -6.499 -15.218 7.283
H: -7.107 -13.814 8.093
H: -7.627 -15.945 9.543
H: -10.019 -15.900 9.655
H: -10.233 -14.922 8.215
H: -11.291 -13.042 9.360
H: -10.590 -12.459 10.845
H: -11.313 -14.009 10.769
H: -8.877 -16.788 7.060
H: -7.458 -17.204 7.753
C: -1.648 -6.410 7.195
C: -0.791 -7.354 8.007
C: -1.236 -8.860 7.811
O: -2.580 -8.976 8.318
C: -2.938 -10.239 8.780
N: 0.563 -7.217 7.521
H: -1.600 -6.856 6.202
H: -1.123 -5.455 7.179
H: -2.631 -6.311 7.655
H: -0.827 -7.069 9.058
H: -0.543 -9.476 8.383
H: -1.084 -9.258 6.808
H: -3.945 -10.233 9.198
H: -2.322 -10.616 9.597
H: -2.913 -10.960 7.963
H: 1.000 -8.075 7.828
H: 0.561 -7.278 6.513
C: -12.232 -17.858 14.346
C: -13.150 -16.697 13.956
C: -12.564 -15.394 14.654
O: -12.652 -15.383 16.110
C: -14.005 -15.438 16.635
N: -13.028 -16.604 12.505
H: -11.222 -17.804 13.941
H: -12.637 -18.746 13.862
H: -12.118 -18.094 15.404
H: -14.198 -16.829 14.224
H: -13.120 -14.536 14.274
H: -11.527 -15.178 14.398
H: -14.360 -16.450 16.830
H: -14.756 -14.836 16.124
H: -14.115 -15.137 17.677
H: -13.103 -17.561 12.191
H: -12.063 -16.370 12.320
C: -4.617 -17.291 13.605
C: -5.019 -16.128 12.702
C: -6.053 -15.207 13.411
O: -7.242 -16.028 13.663
C: -8.162 -15.972 12.581
N: -3.770 -15.440 12.352
H: -5.467 -17.883 13.945
H: -4.293 -16.888 14.565
H: -3.829 -17.887 13.145
H: -5.392 -16.456 11.732
H: -6.406 -14.300 12.920
H: -5.737 -14.921 14.415
H: -9.016 -16.641 12.682
H: -7.647 -16.359 11.702
H: -8.568 -14.981 12.377
H: -3.908 -14.637 11.755
H: -3.183 -16.057 11.808
C: -4.531 -11.888 14.260
C: -4.703 -11.849 12.706
C: -5.521 -10.625 12.166
O: -6.896 -11.016 12.419
C: -7.914 -10.043 12.048
N: -3.407 -11.983 12.077
H: -5.463 -12.147 14.763
H: -4.162 -10.966 14.708
H: -3.923 -12.699 14.661
H: -5.300 -12.733 12.482
H: -5.449 -10.472 11.090
H: -5.348 -9.687 12.694
H: -7.726 -9.618 11.061
H: -7.844 -9.258 12.801
H: -8.965 -10.289 12.194
H: -3.090 -12.781 12.609
H: -2.832 -11.241 12.451
C: -4.086 -14.597 17.513
C: -3.442 -13.275 17.771
C: -3.182 -13.053 19.311
O: -4.430 -12.574 19.902
C: -4.377 -12.428 21.310
N: -2.205 -13.189 17.040
H: -5.023 -14.846 18.011
H: -3.451 -15.433 17.807
H: -4.337 -14.658 16.454
H: -4.121 -12.477 17.472
H: -2.387 -12.342 19.536
H: -2.762 -13.897 19.860
H: -3.676 -11.614 21.494
H: -4.021 -13.320 21.825
H: -5.401 -12.315 21.665
H: -2.328 -13.340 16.049
H: -1.617 -13.992 17.215
C: -3.221 -20.946 12.103
C: -2.881 -21.874 13.329
C: -2.144 -21.298 14.582
O: -0.970 -20.574 14.096
C: 0.089 -20.337 15.076
N: -4.114 -22.585 13.729
H: -2.345 -20.462 11.670
H: -3.763 -20.054 12.419
H: -3.706 -21.415 11.247
H: -2.217 -22.604 12.865
H: -1.690 -21.952 15.327
H: -2.728 -20.639 15.224
H: 0.714 -19.548 14.656
H: 0.664 -21.244 15.264
H: -0.421 -19.824 15.891
H: -3.947 -23.201 14.511
H: -4.247 -23.236 12.968
C: -9.896 -16.747 17.499
C: -8.937 -16.204 16.451
C: -7.889 -15.256 16.994
O: -8.503 -14.101 17.612
C: -7.581 -13.292 18.257
N: -8.323 -17.354 15.821
H: -10.699 -17.389 17.137
H: -10.402 -15.948 18.041
H: -9.420 -17.216 18.360
H: -9.520 -15.758 15.644
H: -7.202 -14.914 16.219
H: -7.244 -15.821 17.666
H: -7.271 -13.804 19.168
H: -8.098 -12.364 18.501
H: -6.710 -13.061 17.644
H: -9.077 -17.837 15.354
H: -7.877 -16.962 15.003
C: 0.918 -15.653 8.386
C: -0.499 -15.079 8.423
C: -0.787 -14.204 7.143
O: 0.147 -13.081 7.069
C: -0.189 -12.152 6.026
N: -1.380 -16.188 8.353
H: 1.630 -14.842 8.538
H: 1.131 -16.136 7.432
H: 1.195 -16.284 9.231
H: -0.673 -14.546 9.359
H: -1.796 -13.810 7.260
H: -0.827 -14.798 6.229
H: 0.324 -11.261 6.390
H: -1.197 -11.740 6.071
H: -0.085 -12.409 4.972
H: -1.114 -16.834 9.083
H: -1.375 -16.782 7.536
O: -1.912 -14.646 14.166
H: -2.682 -15.097 13.818
H: -1.169 -15.097 13.765
O: -7.860 -19.494 13.583
H: -7.264 -19.200 12.894
H: -8.681 -19.678 13.127
O: -3.812 -18.228 9.768
H: -3.886 -17.529 9.118
H: -3.064 -18.749 9.476
O: -7.028 -12.929 10.233
H: -7.347 -12.086 10.555
H: -7.754 -13.535 10.386
O: 0.058 -15.827 12.659
H: 0.990 -15.987 12.808
H: -0.307 -16.692 12.473
O: -6.135 -18.561 16.992
H: -6.043 -19.327 16.426
H: -6.858 -18.064 16.609
O: -4.145 -15.809 8.044
H: -4.507 -15.026 8.458
H: -3.199 -15.731 8.170
O: -5.985 -20.800 15.209
H: -5.423 -21.354 14.667
H: -6.569 -20.369 14.585
O: -6.537 -18.952 11.058
H: -7.010 -18.907 10.227
H: -5.641 -18.696 10.838
O: -4.481 -13.220 9.519
H: -4.207 -12.459 10.032
H: -5.430 -13.264 9.643
O: -8.939 -20.166 16.005
H: -8.290 -19.715 16.544
H: -8.604 -20.091 15.112
O: -1.651 -18.079 11.961
H: -2.362 -18.344 11.377
H: -1.393 -18.886 12.405
O: -10.129 -19.413 12.196
H: -11.049 -19.532 11.960
H: -9.706 -19.136 11.383
O: -9.430 -18.791 9.451
H: -9.397 -19.557 8.877
H: -9.288 -18.047 8.866
O: 1.428 -13.291 12.727
H: 0.767 -13.983 12.699
H: 1.171 -12.686 12.030

## Properties
E_tot   -125559.5109 eV
Kohn-Sham gap   7.780 eV

Löwdin atomic charge list, values in e, 2 entries:
1 C -0.04
2 C -0.39


4.
The following is a DFT calculation (ωB97M-V with the def2-TZVPD basis set) of a molecular structure, C37H23BrCl2F3N6O4S2V at a distorted geometry.

Positions of all 79 atoms, in Å:
V: -0.247 -0.439 0.218
C: 0.131 -4.478 -2.574
C: -0.895 -4.008 -3.387
C: -1.021 -2.652 -3.597
C: -0.128 -1.785 -2.960
N: 0.845 -2.228 -2.166
C: 0.973 -3.544 -1.996
N: -0.259 -0.423 -3.211
C: 0.138 0.551 -2.497
N: 0.616 0.650 -1.167
C: 1.153 1.956 -1.006
N: 1.813 2.522 -0.088
C: 2.450 2.021 1.039
C: 2.200 2.619 2.286
C: 2.881 2.162 3.392
C: 3.818 1.143 3.242
C: 4.013 0.637 1.972
N: 3.349 1.052 0.889
C: 0.828 2.734 -2.230
C: 1.080 4.057 -2.539
C: 0.638 4.521 -3.773
C: -0.025 3.672 -4.663
C: -0.250 2.338 -4.345
C: 0.190 1.896 -3.113
H: 0.269 -5.535 -2.390
H: -1.592 -4.700 -3.847
H: -1.798 -2.226 -4.217
H: 1.786 -3.860 -1.347
H: 1.473 3.419 2.354
H: 2.693 2.602 4.365
H: 4.375 0.753 4.086
H: 4.737 -0.155 1.798
H: 1.583 4.702 -1.826
H: 0.805 5.557 -4.048
H: -0.364 4.060 -5.617
H: -0.759 1.663 -5.024
Cl: -0.579 -0.038 4.213
C: -1.140 1.420 3.492
C: -1.765 2.366 4.322
C: -2.244 3.521 3.799
Cl: -3.003 4.670 4.868
C: -2.148 3.800 2.418
C: -2.668 4.964 1.802
C: -2.540 5.119 0.462
C: -1.870 4.118 -0.281
N: -1.359 3.044 0.252
C: -1.503 2.856 1.586
C: -0.976 1.653 2.152
O: -0.356 0.746 1.328
H: -1.861 2.155 5.379
H: -3.171 5.705 2.409
H: -2.958 5.978 -0.048
H: -1.746 4.227 -1.354
F: 2.439 -1.538 0.342
C: 1.281 -1.495 1.027
F: 0.916 -2.821 1.202
F: 1.609 -1.063 2.283
Br: -5.602 -6.896 -1.304
C: -4.517 -5.456 -0.703
C: -3.984 -5.504 0.575
C: -3.182 -4.456 1.002
C: -2.914 -3.393 0.152
C: -3.464 -3.353 -1.122
C: -4.281 -4.388 -1.553
C: -1.992 -2.321 0.608
O: -1.967 -1.889 1.742
O: -1.119 -1.882 -0.297
H: -4.195 -6.341 1.226
H: -2.753 -4.457 1.998
H: -3.269 -2.495 -1.758
H: -4.725 -4.365 -2.540
C: -4.581 1.598 -4.171
O: -3.861 0.868 -3.179
C: -3.866 1.294 -1.889
S: -4.618 2.726 -1.457
S: -2.936 0.271 -0.892
H: -4.459 1.028 -5.091
H: -4.179 2.603 -4.287
H: -5.634 1.682 -3.908

## Properties
E_tot   -206475.0649 eV
Energy relative to the best compared isomer or geometry (same formula, charge and spin)   41.85 kcal/mol
Net charge   -1
Kohn-Sham gap (alpha / beta)   6.130 / 6.449 eV
Expectation value of S²   0.7579
Multiplicity   2

Löwdin atomic charge list, values in e, 2 entries:
1 V 1.00
2 C -0.08


Which formula does entry 3 have?
C48H162N12O27


Which of these has the lowest E_tot?
C37H23BrCl2F3N6O4S2V


Among the records above, which one has the lowest E_tot?
C37H23BrCl2F3N6O4S2V


Which of these has the lowest E_tot?
C37H23BrCl2F3N6O4S2V